P | Here is a cluster of 2 separate species, C4H12OS in total from the Open Molecules 2025 dataset. Energies are from ωB97M-V with the def2-TZVPD basis set.

Computed properties:
orbital gap	0.354	Ha
highest occupied orbital energy	-8.8	eV
SMILES	CCCSC.O

Element x y z (Å)
C  1.645  0.820  1.649
C  0.893  0.195  0.505
C  -0.013  -0.909  0.908
S  -1.063  -1.471  -0.406
C  -2.181  0.023  -0.529
H  2.362  1.613  1.394
H  0.808  1.093  2.384
H  2.219  -0.003  2.032
H  1.694  0.003  -0.157
H  0.320  0.978  -0.063
H  -0.615  -0.534  1.825
H  0.704  -1.797  1.305
H  -3.204  -0.416  -0.536
H  -1.955  0.678  0.334
H  -2.198  0.510  -1.483
O  -0.068  -0.044  -3.192
H  0.875  0.031  -3.359
H  -0.224  -0.772  -2.612

Results of the natural (NBO) charge analysis, in e, for atoms 1 through 2: atom 1 (C): -0.60, atom 2 (C): -0.43

Q | Here is a cluster of 2 separate species, C4H12OS in total from the Open Molecules 2025 dataset. Energies are from ωB97M-V with the def2-TZVPD basis set.

Computed properties:
orbital gap	0.346	Ha
highest occupied orbital energy	-8.7	eV
SMILES	CCCCS.O

Element x y z (Å)
C  -1.507  -2.196  -1.346
C  -1.822  -0.720  -0.975
C  -0.635  -0.181  -0.159
C  -0.707  1.389  0.125
S  0.892  1.888  0.843
H  -2.029  -2.647  -2.171
H  -1.592  -2.848  -0.450
H  -0.496  -2.232  -1.611
H  -1.977  -0.160  -1.843
H  -2.611  -0.612  -0.258
H  -0.284  -0.799  0.655
H  0.138  -0.170  -0.949
H  -0.777  2.030  -0.862
H  -1.547  1.746  0.695
H  1.476  1.756  -0.399
O  2.377  -1.517  0.855
H  1.816  -2.235  1.019
H  2.612  -1.653  -0.026

Results of the natural (NBO) charge analysis, in e, for atoms 1 through 2: atom 1 (C): -0.60, atom 2 (C): -0.40

Most stable structure, least stable structure: P, Q.

P | Here is an isolated molecule of C10H16O2 from the Open Molecules 2025 dataset. Energies are from ωB97M-V with the def2-TZVPD basis set.

Computed properties:
orbital gap	0.346	Ha
highest occupied orbital energy	-8.6	eV
SMILES	CC1=C[C@H]2OO[C@@H]1C[C@@H]2C(C)C

Element x y z (Å)
C  3.745  0.388  -0.526
C  2.368  -0.107  -0.252
C  1.633  -1.043  -0.871
C  0.273  -1.252  -0.215
O  0.355  -1.624  1.164
O  1.147  -0.697  1.819
C  1.572  0.430  0.976
C  0.321  1.150  0.496
C  -0.530  0.096  -0.280
C  -1.973  -0.033  0.304
C  -2.632  -1.252  -0.273
C  -2.778  1.213  -0.010
H  3.688  1.522  -0.405
H  4.147  0.079  -1.504
H  4.275  0.001  0.321
H  1.973  -1.668  -1.670
H  -0.254  -2.092  -0.662
H  2.108  1.075  1.681
H  -0.165  1.462  1.439
H  0.681  2.019  -0.046
H  -0.721  0.436  -1.305
H  -1.821  -0.051  1.399
H  -2.134  -2.227  -0.002
H  -2.720  -1.201  -1.360
H  -3.690  -1.338  0.015
H  -2.263  2.083  0.490
H  -2.743  1.476  -1.107
H  -3.862  1.156  0.385

Results of the natural (NBO) charge analysis, in e, for atoms 1 through 2: atom 1 (C): -0.65, atom 2 (C): 0.04

Q | Here is a cluster of 2 separate species, C10H16O2 in total from the Open Molecules 2025 dataset. Energies are from ωB97M-V with the def2-TZVPD basis set.

Computed properties:
orbital gap	0.335	Ha
highest occupied orbital energy	-8.3	eV
SMILES	CCc1ccc(O)cc1.CCO

Element x y z (Å)
C  -2.173  1.735  -2.203
C  -0.874  1.558  -1.364
C  -0.954  0.317  -0.503
C  -1.013  -0.960  -1.013
C  -1.254  -2.114  -0.258
C  -1.290  -1.978  1.130
O  -1.497  -3.031  1.963
C  -1.148  -0.709  1.697
C  -0.967  0.404  0.902
H  -2.003  1.239  -3.154
H  -2.352  2.809  -2.268
H  -3.051  1.362  -1.685
H  0.031  1.602  -1.965
H  -0.787  2.395  -0.663
H  -0.888  -1.037  -2.094
H  -1.683  -2.986  -0.735
H  -1.291  -3.847  1.516
H  -1.076  -0.570  2.767
H  -0.934  1.392  1.341
C  3.083  0.379  -0.107
C  2.803  0.530  1.367
O  1.839  -0.388  1.880
H  3.194  -0.694  -0.314
H  4.037  0.802  -0.414
H  2.287  0.847  -0.683
H  3.681  0.574  2.015
H  2.384  1.534  1.561
H  1.894  -1.166  1.283

Results of the natural (NBO) charge analysis, in e, for atoms 1 through 2: atom 1 (C): -0.61, atom 2 (C): -0.41

Most stable structure, least stable structure: Q, P.

P | Here is a cluster of 2 separate species, C2H7INO in total from the Open Molecules 2025 dataset. Energies are from ωB97M-V with the def2-TZVPD basis set.

Computed properties:
orbital gap	0.355	Ha
net charge	+1
highest occupied orbital energy	-14.7	eV

Element x y z (Å)
C  0.250  -0.988  0.921
C  -0.590  -0.507  -0.151
N  0.402  1.476  -0.425
O  -0.288  -1.106  -1.234
I  -2.483  0.189  0.073
H  0.052  -1.979  1.179
H  1.372  -1.102  0.705
H  0.047  -0.425  1.845
H  1.022  1.643  -1.184
H  -0.230  2.185  -0.059
H  0.969  1.256  0.374
H  -0.524  -0.641  -2.046

Results of the natural (NBO) charge analysis, in e, for atoms 1 through 2: atom 1 (C): -0.78, atom 2 (C): 0.43

Q | Here is a cluster of 2 separate species, C2H7INO in total from the Open Molecules 2025 dataset. Energies are from ωB97M-V with the def2-TZVPD basis set.

Computed properties:
orbital gap	0.299	Ha
net charge	+1
highest occupied orbital energy	-12.5	eV

Element x y z (Å)
C  -1.819  2.285  0.278
C  -1.644  0.853  0.066
N  1.512  -2.056  0.120
O  -0.710  0.118  -0.003
I  -3.528  -0.209  -0.359
H  -2.539  2.613  -0.395
H  -2.400  2.711  1.188
H  -0.822  2.679  0.034
H  2.363  -1.461  -0.315
H  1.352  -2.532  1.053
H  1.416  -2.877  -0.529
H  0.642  -1.557  0.044

Results of the natural (NBO) charge analysis, in e, for atoms 1 through 2: atom 1 (C): -0.78, atom 2 (C): 0.57

Most stable structure, least stable structure: Q, P.

P | Here is the ion C4H10N2O2 with charge +1 from the Open Molecules 2025 dataset. Energies are from ωB97M-V with the def2-TZVPD basis set.

Computed properties:
orbital gap (spin up / spin down)	0.421 / 0.196	Ha
net charge	+1
highest occupied orbital energy (spin up / spin down)	-14.7 / -14.2	eV
spin multiplicity	2

Element x y z (Å)
C  -0.045  -0.585  -0.128
N  1.334  -0.763  -0.260
C  1.921  -2.022  -0.510
O  1.231  -2.985  -0.647
C  -0.391  0.898  -0.231
C  -1.939  1.089  -0.035
O  -2.229  2.167  0.806
N  0.428  1.537  0.781
H  -0.414  -0.900  0.873
H  -0.629  -1.284  -0.720
H  1.891  0.071  -0.034
H  3.011  -2.014  -0.586
H  -0.024  1.313  -1.171
H  -2.415  1.157  -1.005
H  -2.279  0.241  0.540
H  -2.327  3.019  0.371
H  0.224  1.184  1.715
H  0.318  2.542  0.797

Results of the natural (NBO) charge analysis, in e, for atoms 1 through 2: atom 1 (C): -0.28, atom 2 (N): -0.31

Q | Here is a cluster of 2 separate species, C4H10N2O2 in total from the Open Molecules 2025 dataset. Energies are from ωB97M-V with the def2-TZVPD basis set.

Computed properties:
orbital gap (spin up / spin down)	0.321 / 0.147	Ha
net charge	+1
highest occupied orbital energy (spin up / spin down)	-13.1 / -13.1	eV
spin multiplicity	2

Element x y z (Å)
C  -2.394  1.538  -1.271
C  -1.062  1.895  -0.711
O  -0.887  2.203  0.446
N  -0.051  1.908  -1.646
H  -2.298  0.686  -1.962
H  -2.856  2.284  -1.911
H  0.692  2.589  -1.522
H  -0.162  1.457  -2.533
H  -3.052  1.131  -0.504
C  1.283  -2.860  1.376
C  1.592  -1.462  0.973
O  2.374  -1.283  0.005
N  1.191  -0.359  1.592
H  2.051  -3.495  0.927
H  0.356  -3.235  0.925
H  1.670  0.450  1.193
H  0.374  -0.315  2.199
H  1.180  -3.132  2.424

Results of the natural (NBO) charge analysis, in e, for atoms 1 through 2: atom 1 (C): -0.73, atom 2 (C): 0.68

Most stable structure, least stable structure: Q, P.

P | Here is a structure of composition C12H16Si from the Open Molecules 2025 dataset. Energies are from ωB97M-V with the def2-TZVPD basis set.

Computed properties:
orbital gap (spin up / spin down)	0.260 / 0.271	Ha
highest occupied orbital energy (spin up / spin down)	-7.1 / -7.8	eV

Element x y z (Å)
C  4.058  -0.603  0.292
C  3.284  -1.674  -0.175
C  3.558  0.719  0.270
C  1.937  -1.490  -0.467
C  1.440  2.149  -0.237
C  2.101  0.943  -0.119
C  1.371  -0.225  -0.438
C  -0.416  0.576  -0.565
C  -0.007  2.005  -0.451
C  -2.603  -1.452  -1.242
C  -3.443  1.088  0.206
C  -1.470  -1.109  1.569
Si  -1.998  -0.139  0.052
H  5.138  -0.764  0.466
H  3.711  -2.662  -0.140
H  4.181  1.517  0.648
H  1.345  -2.401  -0.742
H  1.851  3.222  -0.249
H  -0.632  2.251  0.404
H  -0.359  2.695  -1.229
H  -1.962  -2.364  -1.006
H  -3.721  -1.629  -1.124
H  -2.386  -1.120  -2.262
H  -4.189  1.135  -0.648
H  -3.963  0.914  1.125
H  -3.207  2.124  0.366
H  -0.240  -1.137  1.517
H  -1.434  -0.539  2.557
H  -1.946  -2.029  1.621

Results of the natural (NBO) charge analysis, in e, for atoms 1 through 2: atom 1 (C): -0.23, atom 2 (C): -0.21

Q | Here is a structure of composition C12H16Si from the Open Molecules 2025 dataset. Energies are from ωB97M-V with the def2-TZVPD basis set.

Computed properties:
orbital gap (spin up / spin down)	0.245 / 0.245	Ha
highest occupied orbital energy (spin up / spin down)	-6.6 / -6.7	eV

Element x y z (Å)
C  2.179  0.799  -0.780
C  0.958  0.400  -1.199
C  2.420  1.596  0.427
C  -0.231  0.690  -0.522
C  1.306  1.841  1.056
C  -0.024  1.650  0.577
C  0.810  2.635  2.150
C  1.279  2.958  3.317
C  -0.507  2.614  1.511
C  0.254  -2.899  -0.569
C  -1.588  -1.770  -2.741
C  -2.483  -1.603  0.508
Si  -1.175  -1.673  -0.824
H  3.137  0.398  -1.261
H  0.856  -0.172  -2.129
H  3.507  1.713  0.823
H  -1.011  0.969  -1.116
H  0.881  3.643  4.011
H  2.293  2.784  3.620
H  -1.478  2.720  2.014
H  0.201  -3.744  -1.357
H  1.148  -2.249  -0.600
H  0.279  -3.502  0.333
H  -2.320  -2.493  -3.112
H  -1.950  -0.686  -3.044
H  -0.744  -1.890  -3.405
H  -1.899  -1.283  1.414
H  -3.188  -0.886  0.124
H  -2.911  -2.561  0.772

Results of the natural (NBO) charge analysis, in e, for atoms 1 through 2: atom 1 (C): -0.27, atom 2 (C): -0.21

Most stable structure, least stable structure: P, Q.

P | Here is a cluster of 5 separate species, C4H18N2O6 in total from the Open Molecules 2025 dataset. Energies are from ωB97M-V with the def2-TZVPD basis set.

Computed properties:
orbital gap	0.342	Ha
highest occupied orbital energy	-9.2	eV
SMILES	NCCCNC(=O)O.O.O.O.O

Element x y z (Å)
N  0.358  2.284  1.114
C  0.382  1.560  2.405
C  0.494  0.022  2.192
C  -0.771  -0.518  1.540
N  -0.617  -0.941  0.124
C  0.306  -1.901  -0.178
O  0.737  -2.103  -1.294
O  0.621  -2.685  0.876
H  -0.362  1.985  0.468
H  1.219  2.028  0.638
H  -0.504  1.867  2.961
H  1.247  1.938  2.947
H  1.432  -0.033  1.638
H  0.738  -0.425  3.154
H  -1.593  0.191  1.501
H  -1.046  -1.415  2.079
H  -0.628  -0.193  -0.557
H  1.274  -3.281  0.551
O  0.734  0.510  -2.405
H  0.633  -0.414  -2.514
H  1.681  0.559  -2.234
O  -4.118  0.963  -0.742
H  -3.988  0.463  -1.554
H  -3.279  0.795  -0.320
O  3.414  -0.121  -0.914
H  4.249  0.281  -1.128
H  3.593  -1.064  -0.926
O  -1.583  1.641  -1.577
H  -1.831  2.560  -1.563
H  -0.711  1.348  -1.859

Results of the natural (NBO) charge analysis, in e, for atoms 1 through 2: atom 1 (N): -0.84, atom 2 (C): -0.21

Q | Here is a cluster of 5 separate species, C4H18N2O6 in total from the Open Molecules 2025 dataset. Energies are from ωB97M-V with the def2-TZVPD basis set.

Computed properties:
orbital gap	0.363	Ha
highest occupied orbital energy	-9.5	eV
SMILES	CNCCNC(=O)O.O.O.O.O

Element x y z (Å)
C  -0.010  3.087  -1.056
N  -0.540  1.776  -0.530
C  -1.615  2.124  0.509
C  -1.295  1.272  1.738
N  -2.002  -0.053  1.695
C  -1.283  -1.201  1.796
O  -1.802  -2.293  1.939
O  0.042  -1.058  1.602
H  1.028  3.229  -0.784
H  -0.677  3.913  -0.834
H  0.131  3.026  -2.145
H  0.244  1.316  -0.083
H  -1.671  3.181  0.710
H  -2.535  1.849  -0.010
H  -0.245  1.160  1.987
H  -1.832  1.651  2.626
H  -2.952  -0.075  2.018
H  0.561  -1.745  2.031
O  2.112  -2.596  1.146
H  2.123  -3.562  1.207
H  2.924  -2.363  0.665
O  3.574  -1.726  -1.603
H  3.250  -0.904  -1.239
H  2.823  -2.345  -1.599
O  0.846  -2.911  -1.406
H  0.630  -2.366  -2.185
H  0.328  -2.463  -0.723
O  -0.450  -0.100  -2.831
H  -0.842  -0.562  -2.082
H  -0.866  0.736  -2.559

Results of the natural (NBO) charge analysis, in e, for atoms 1 through 2: atom 1 (C): -0.43, atom 2 (N): -0.65

Most stable structure, least stable structure: P, Q.